Here is C2H2N2S as an isolated structure at a distorted geometry from the Open Molecules 2025 dataset. Energies are from wB97M-V/def2-TZVPD.

- gap between HOMO and LUMO (eV) = 9.95
- HOMO energy (Ha) = -0.361
- ΔE to the lowest compared entry with this formula, charge and spin (kcal/mol) = 23.3
- 2S+1 = 1
- E_LUMO (eV) = 0.13

Cartesian coordinates (Å):
N  1.01  0.59  0.97
N  0.52  -0.72  -1.12
S  1.88  0.17  -0.45
C  -0.23  0.37  0.68
C  -0.60  -0.48  -0.50
H  -1.05  0.74  1.30
H  -1.53  -0.67  -0.87

=====

Here is a 2-piece molecular cluster, C9H18BF3NO3S overall at a distorted geometry from the Open Molecules 2025 dataset. Energies are from wB97M-V/def2-TZVPD.

- gap between HOMO and LUMO (eV) = 7.52
- charge = +1
- HOMO energy (Ha) = -0.420
- ΔE to the lowest compared entry with this formula, charge and spin (kcal/mol) = 25.3
- 2S+1 = 1
- E_LUMO (eV) = -3.91

Cartesian coordinates (Å):
C  4.22  1.88  0.98
C  2.72  2.18  0.94
O  2.02  1.01  0.49
B  0.72  1.17  0.19
O  0.23  0.61  -0.92
S  -0.35  2.22  1.38
C  -1.89  1.33  1.79
C  -2.87  1.18  0.57
C  -4.12  2.00  0.75
F  -5.26  1.36  1.11
C  -4.19  3.37  0.59
F  -3.65  4.17  1.49
F  -4.76  3.97  -0.42
H  4.51  1.21  0.17
H  4.48  1.43  1.94
H  4.76  2.82  0.91
H  2.56  3.05  0.30
H  2.46  2.46  1.97
H  -0.72  0.45  -0.88
H  0.31  2.28  2.56
H  -1.67  0.37  2.26
H  -2.38  1.94  2.55
H  -3.17  0.14  0.54
H  -2.43  1.49  -0.38
C  -0.16  -4.67  -0.96
C  0.29  -3.24  -0.82
O  -0.04  -2.55  0.14
N  1.09  -2.73  -1.79
C  1.59  -3.39  -2.98
H  -0.79  -4.93  -0.11
H  -0.74  -4.80  -1.88
H  0.70  -5.34  -0.97
H  1.36  -1.77  -1.63
H  2.68  -3.39  -2.97
H  1.25  -2.85  -3.86
H  1.24  -4.42  -3.04

=====

Here is one molecule with the formula C9H14N4 at a distorted geometry from the Open Molecules 2025 dataset. Energies are from wB97M-V/def2-TZVPD.

- gap between HOMO and LUMO (eV) = 8.88
- SMILES = Nc1cccnc1N1CCNCC1
- HOMO energy (Ha) = -0.289
- ΔE to the lowest compared entry with this formula, charge and spin (kcal/mol) = 56.5
- 2S+1 = 1
- E_LUMO (eV) = 1.03

Cartesian coordinates (Å):
N  -1.67  2.20  -0.14
C  -1.83  0.87  0.03
C  -2.96  0.06  0.17
C  -2.82  -1.41  0.16
C  -1.60  -1.90  0.18
N  -0.48  -1.19  -0.14
C  -0.55  0.10  -0.02
N  0.56  0.94  -0.29
C  1.44  0.45  -1.36
C  2.10  -0.94  -1.01
N  2.97  -0.51  0.15
C  2.30  -0.11  1.42
C  1.35  1.12  0.91
H  -0.78  2.42  -0.25
H  -2.48  2.60  -0.51
H  -3.94  0.45  0.14
H  -3.67  -2.00  0.27
H  -1.48  -2.95  0.25
H  0.74  0.43  -2.24
H  2.28  1.17  -1.60
H  2.75  -1.37  -1.75
H  1.33  -1.61  -0.67
H  3.85  -1.16  0.28
H  3.03  0.14  2.16
H  1.53  -0.85  1.77
H  0.64  1.41  1.74
H  2.06  1.81  0.55

=====

Here is C18H36CaCl7KLiN4O11P as an isolated structure at a distorted geometry from the Open Molecules 2025 dataset. Energies are from wB97M-V/def2-TZVPD.

- gap between HOMO and LUMO (eV) = 2.25
- HOMO energy (Ha) = -0.173
- 2S+1 = 1
- E_LUMO (eV) = -2.47

Cartesian coordinates (Å):
C  -3.68  -3.00  0.90
C  -3.54  -2.21  -0.44
P  -4.29  -0.53  -0.32
C  -4.73  0.11  -2.00
C  -3.54  0.45  -2.92
C  -3.27  0.71  0.67
C  -2.39  0.16  1.80
C  -1.02  -0.54  1.32
C  -0.19  0.28  0.17
C  -0.30  -0.36  -1.20
N  0.65  0.21  -2.15
C  1.99  -0.15  -1.84
N  2.74  0.79  -1.49
N  2.44  -1.49  -1.93
C  -4.39  1.50  1.45
O  -3.78  2.82  1.60
C  -2.71  2.91  0.81
O  -1.82  3.70  0.89
O  -2.81  1.88  -0.11
H  -2.74  -3.06  1.46
H  -4.03  -4.01  0.67
H  -4.45  -2.51  1.51
H  -2.49  -2.25  -0.77
H  -4.12  -2.78  -1.18
H  -5.37  -0.63  -2.50
H  -5.33  1.02  -1.89
H  -2.76  -0.33  -2.91
H  -3.93  0.51  -3.96
H  -3.13  1.44  -2.73
H  -2.97  -0.61  2.40
H  -2.12  0.95  2.57
H  -1.17  -1.57  1.02
H  -0.36  -0.59  2.25
H  0.93  0.18  0.45
H  -0.42  1.39  0.11
H  -1.35  -0.27  -1.52
H  -0.13  -1.43  -1.17
H  0.56  1.22  -2.15
H  3.67  0.42  -1.29
H  2.62  -1.84  -0.99
H  1.75  -2.07  -2.38
H  -5.22  1.62  0.76
H  -4.65  0.97  2.37
Li  -2.55  -1.65  -4.29
Cl  -2.88  -1.70  4.04
Ca  -0.08  1.73  1.76
C  0.81  -4.73  -0.28
Cl  -0.40  -3.69  -1.06
Cl  1.54  -3.91  1.10
H  0.31  -5.63  0.06
H  1.58  -4.97  -1.00
O  3.36  1.48  3.07
H  3.91  2.02  2.50
C  -3.58  -7.05  0.12
Cl  -3.04  -7.94  1.56
Cl  -5.25  -6.51  0.34
Cl  -2.61  -5.61  -0.15
Cl  -3.44  -8.07  -1.31
O  4.65  0.64  0.96
H  4.72  -0.26  1.31
N  -5.58  -5.28  -2.85
O  -6.70  -5.33  -2.32
O  -4.89  -4.21  -2.80
O  -5.12  -6.28  -3.42
C  6.53  3.79  -0.53
C  7.45  3.96  0.67
O  7.60  5.33  1.04
C  6.55  5.88  1.67
O  5.53  5.32  1.95
O  6.84  7.16  1.92
C  5.77  7.89  2.51
H  6.88  4.40  -1.36
H  6.50  2.74  -0.84
H  5.52  4.11  -0.29
H  8.45  3.61  0.41
H  7.10  3.37  1.52
H  5.40  7.40  3.41
H  4.96  8.01  1.79
H  6.15  8.87  2.77
K  9.63  1.94  0.58

=====

Here is CH6B2EuFNO7S as an isolated structure at a distorted geometry from the Open Molecules 2025 dataset. Energies are from wB97M-V/def2-TZVPD.

- gap between HOMO and LUMO (spin up / spin down) (eV) = 9.12 / 9.81
- charge = +2
- HOMO energy (spin up / spin down) (Ha) = -0.670 / -0.693
- 2S+1 = 8
- E_LUMO (spin up / spin down) (eV) = -9.10 / -9.04

Cartesian coordinates (Å):
O  0.19  -2.88  1.09
S  0.49  -2.06  -0.14
O  -0.07  -2.62  -1.25
F  2.03  -2.17  -0.33
N  0.17  -0.34  0.02
C  -1.10  -0.04  0.79
B  -2.30  0.62  -0.10
O  -2.26  1.81  -0.74
O  -3.43  -0.11  -0.15
O  1.25  0.34  0.59
B  1.96  1.20  -0.38
O  1.67  1.20  -1.69
O  2.91  2.02  0.11
H  -1.55  -0.93  1.36
H  -0.83  0.74  1.59
H  -1.37  2.19  -0.66
H  -3.96  0.11  -0.93
H  2.24  0.57  -2.17
H  3.44  1.53  0.78
Eu  0.53  -1.18  2.21

=====

Here is a 14-piece molecular cluster, C15H58N14O14 overall at a distorted geometry from the Open Molecules 2025 dataset. Energies are from wB97M-V/def2-TZVPD.

- gap between HOMO and LUMO (eV) = 8.72
- HOMO energy (Ha) = -0.332
- ΔE to the lowest compared entry with this formula, charge and spin (kcal/mol) = 66.1
- 2S+1 = 1
- E_LUMO (eV) = -0.30

Cartesian coordinates (Å):
C  -10.67  -4.63  2.45
C  -11.51  -3.70  1.67
O  -11.30  -2.43  2.23
H  -9.95  -4.22  3.25
H  -9.91  -5.03  1.77
H  -11.18  -5.57  2.90
H  -12.56  -3.93  1.70
H  -11.27  -3.71  0.65
H  -12.04  -1.89  2.00
C  -15.08  -7.34  -1.89
O  -14.93  -6.11  -2.58
N  -15.28  -8.40  -2.47
N  -14.95  -7.50  -0.64
H  -15.21  -8.50  -3.49
H  -15.56  -9.25  -2.01
H  -14.75  -6.54  -0.18
H  -14.85  -8.31  -0.01
C  -17.18  -2.94  4.02
O  -17.36  -3.70  5.20
N  -17.50  -1.70  4.07
N  -16.62  -3.37  2.93
H  -18.10  -1.45  4.85
H  -17.38  -1.03  3.29
H  -16.34  -4.37  2.88
H  -16.39  -2.77  2.12
C  -14.72  -2.07  0.19
O  -13.65  -1.49  0.87
N  -14.54  -3.01  -0.69
N  -16.03  -1.91  0.45
H  -13.56  -3.19  -0.98
H  -15.09  -3.05  -1.55
H  -16.25  -1.03  0.89
H  -16.71  -2.45  -0.09
C  -15.09  -9.06  2.25
O  -14.20  -8.77  3.31
N  -14.76  -9.49  1.09
N  -16.31  -8.55  2.33
H  -15.39  -9.86  0.38
H  -13.82  -10.00  1.03
H  -16.76  -8.40  3.32
H  -16.94  -8.64  1.54
C  -16.66  -5.29  0.44
O  -17.38  -4.64  -0.55
N  -15.35  -5.08  0.66
N  -17.13  -6.18  1.25
H  -15.07  -4.20  0.11
H  -14.85  -5.47  1.42
H  -18.08  -6.45  1.17
H  -16.66  -6.95  1.64
C  -17.49  -9.97  -0.43
O  -16.29  -10.54  -0.77
N  -17.65  -8.77  -0.03
N  -18.60  -10.69  -0.29
H  -16.86  -8.13  -0.26
H  -18.56  -8.36  0.16
H  -18.55  -11.70  -0.31
H  -19.46  -10.32  0.11
C  -16.33  -3.60  -3.78
O  -15.90  -2.51  -3.12
N  -17.17  -4.43  -3.31
N  -16.13  -3.72  -5.06
H  -17.36  -4.35  -2.35
H  -17.26  -5.38  -3.64
H  -15.42  -3.17  -5.46
H  -16.65  -4.37  -5.59
C  -19.54  -3.01  1.76
O  -19.32  -4.32  2.13
H  -19.30  -2.37  2.56
H  -20.66  -2.92  1.59
H  -19.03  -2.66  0.90
H  -18.38  -4.44  2.17
C  -12.11  -7.27  0.60
O  -10.76  -6.97  0.38
H  -12.48  -7.78  -0.26
H  -12.55  -6.26  0.55
H  -12.34  -7.73  1.58
H  -10.76  -6.21  -0.26
C  -20.11  -8.04  2.06
O  -19.64  -7.18  1.06
H  -19.48  -8.90  2.33
H  -21.14  -8.33  1.84
H  -20.16  -7.43  2.99
H  -20.46  -6.58  0.98
C  -17.38  -6.58  4.99
O  -16.75  -7.90  4.88
H  -17.16  -6.01  4.24
H  -16.90  -6.20  5.84
H  -18.43  -6.58  5.22
H  -16.93  -8.43  5.67
C  -20.41  -4.19  -2.00
O  -21.47  -3.85  -1.19
H  -20.64  -4.74  -2.92
H  -19.82  -4.93  -1.51
H  -19.81  -3.25  -2.18
H  -21.91  -3.26  -1.76
C  -14.04  -5.33  4.02
O  -14.17  -5.99  2.83
H  -15.07  -5.18  4.32
H  -13.58  -4.31  3.93
H  -13.45  -5.84  4.77
H  -14.72  -6.77  2.84

=====

Here is one molecule with the formula C5H8O2 from the Open Molecules 2025 dataset. Energies are from wB97M-V/def2-TZVPD.

- gap between HOMO and LUMO (eV) = 10.65
- SMILES = C1CO[C@@H]2C[C@@H]2O1
- HOMO energy (Ha) = -0.350
- ΔE to the lowest compared entry with this formula, charge and spin (kcal/mol) = 51.6
- 2S+1 = 1
- E_LUMO (eV) = 1.13

Cartesian coordinates (Å):
C  1.55  -0.33  0.13
C  1.12  0.94  -0.67
O  -0.18  1.37  -0.31
C  -1.08  0.31  -0.39
C  -1.80  -0.12  0.85
C  -0.62  -0.90  0.37
O  0.55  -0.66  1.07
H  1.69  -1.19  -0.55
H  2.47  -0.16  0.70
H  1.78  1.78  -0.47
H  1.17  0.72  -1.75
H  -1.58  0.20  -1.35
H  -1.63  0.46  1.75
H  -2.80  -0.53  0.73
H  -0.64  -1.88  -0.11

=====

Here is C29H20F5IrN2O5S as an isolated structure at a distorted geometry from the Open Molecules 2025 dataset. Energies are from wB97M-V/def2-TZVPD.

- gap between HOMO and LUMO (spin up / spin down) (eV) = 7.77 / 5.40
- charge = +1
- HOMO energy (spin up / spin down) (Ha) = -0.421 / -0.418
- ΔE to the lowest compared entry with this formula, charge and spin (kcal/mol) = 13.3
- 2S+1 = 2
- E_LUMO (spin up / spin down) (eV) = -3.68 / -5.98

Cartesian coordinates (Å):
Ir  -0.90  -0.56  -0.59
O  -2.69  2.87  1.24
S  -1.63  2.23  0.53
O  -1.74  2.02  -0.91
N  -1.40  0.70  0.99
C  -1.53  0.15  2.25
C  -1.84  0.78  3.44
C  -1.93  0.03  4.62
C  -1.76  -1.32  4.63
C  -1.49  -2.00  3.42
C  -1.37  -3.40  3.33
C  -1.16  -3.98  2.10
C  -1.08  -3.17  0.97
N  -1.17  -1.85  1.01
C  -1.38  -1.26  2.24
C  -0.13  3.12  0.79
C  0.27  3.44  2.08
C  1.46  4.12  2.26
C  2.23  4.48  1.17
C  1.81  4.18  -0.12
C  0.62  3.49  -0.32
H  -2.03  1.84  3.45
H  -2.16  0.55  5.54
H  -1.84  -1.89  5.55
H  -1.44  -4.01  4.22
H  -1.07  -5.05  1.98
H  -0.91  -3.62  0.00
H  -0.34  3.17  2.93
H  1.78  4.37  3.26
H  3.16  5.02  1.31
H  2.40  4.47  -0.97
H  0.27  3.25  -1.31
C  -3.98  -0.86  -0.19
O  -2.94  -0.48  -1.13
H  -4.94  -0.65  -0.66
H  -3.87  -0.31  0.74
H  -3.88  -1.93  -0.03
H  -3.01  0.47  -1.31
O  0.17  0.25  -2.11
C  1.19  0.42  -1.32
O  0.99  -0.04  -0.13
C  2.42  1.06  -1.73
C  2.46  1.74  -2.95
C  3.62  2.40  -3.32
C  4.73  2.37  -2.48
C  4.68  1.68  -1.27
C  3.52  1.03  -0.89
H  1.59  1.75  -3.59
H  3.67  2.93  -4.26
H  5.63  2.88  -2.77
H  5.55  1.66  -0.62
H  3.46  0.50  0.05
F  -2.83  -2.60  -2.47
C  -1.53  -2.91  -2.55
C  -0.56  -2.25  -1.80
C  0.73  -2.76  -1.95
F  1.75  -2.24  -1.25
C  1.06  -3.80  -2.80
F  2.31  -4.21  -2.89
C  0.07  -4.40  -3.55
F  0.36  -5.40  -4.37
C  -1.23  -3.95  -3.42
F  -2.21  -4.53  -4.11

=====

Here is a 3-piece molecular cluster, C3H11NO3 overall at a distorted geometry from the Open Molecules 2025 dataset. Energies are from wB97M-V/def2-TZVPD.

- gap between HOMO and LUMO (spin up / spin down) (eV) = 10.99 / 6.21
- charge = +1
- HOMO energy (spin up / spin down) (Ha) = -0.534 / -0.527
- ΔE to the lowest compared entry with this formula, charge and spin (kcal/mol) = 28.7
- 2S+1 = 2
- E_LUMO (spin up / spin down) (eV) = -3.54 / -8.15

Cartesian coordinates (Å):
C  0.18  0.80  1.66
C  -0.11  1.09  -0.01
C  -0.91  2.46  -0.07
O  -1.60  2.78  -1.01
N  0.76  -0.46  1.81
H  -0.90  0.89  2.08
H  0.94  1.50  2.05
H  -0.80  0.22  -0.40
H  0.87  0.91  -0.56
H  -0.57  3.19  0.63
H  1.62  -0.59  2.30
H  0.40  -1.40  1.73
H  0.53  -1.37  -3.75
H  0.08  -0.21  -2.76
O  0.26  -1.11  -2.87
H  -0.06  -2.32  -0.81
H  -0.48  -3.64  -0.10
O  -0.23  -2.72  0.06

=====

Here is one molecule with the formula C7H7F at a distorted geometry from the Open Molecules 2025 dataset. Energies are from wB97M-V/def2-TZVPD.

- gap between HOMO and LUMO (eV) = 10.65
- SMILES = C#CC#CC(C)(C)F
- HOMO energy (Ha) = -0.357
- ΔE to the lowest compared entry with this formula, charge and spin (kcal/mol) = 71.9
- 2S+1 = 1
- E_LUMO (eV) = 0.93

Cartesian coordinates (Å):
C  -3.30  2.19  0.59
C  -2.35  1.48  0.42
C  -1.17  0.78  0.20
C  -0.17  0.14  0.02
C  1.04  -0.66  -0.20
C  2.26  0.19  -0.11
C  0.95  -1.53  -1.47
F  1.14  -1.59  0.87
H  -4.19  2.70  0.96
H  2.21  0.79  0.82
H  2.22  0.88  -0.99
H  3.17  -0.43  -0.07
H  1.88  -2.16  -1.53
H  0.05  -2.13  -1.38
H  0.88  -0.95  -2.41